No. 1
This record from the Open Molecules 2025 dataset describes C34H43F9N7O3S5Ti as an isolated structure. The level of theory is wB97M-V/def2-TZVPD.

Values from the calculation:
- LUMO energy (alpha / beta) (eV) = -5.247 / -5.231
- charge = +2
- frontier orbital gap (alpha / beta) (eV) = 6.81 / 6.82
- spin multiplicity = 2
- <S²> = 0.75

Last column: Löwdin spin population.
Element x y z (Å)
Ti (0.02, 0.15, -1.09)  0.967
N (-0.44, 1.80, -2.51)  0.013
C (-1.77, 2.29, -2.74)  0.003
C (-2.48, 1.97, -3.86)  -0.001
C (-3.78, 2.47, -4.04)  0.000
C (-4.36, 3.29, -3.10)  -0.001
C (-3.64, 3.63, -1.93)  0.000
C (-4.17, 4.43, -0.89)  0.000
C (-3.43, 4.66, 0.23)  0.000
C (-2.12, 4.12, 0.31)  0.000
N (-1.58, 3.39, -0.64)  0.000
C (-2.33, 3.14, -1.75)  0.000
H (0.17, 2.53, -2.15)  0.004
H (-0.04, 1.47, -3.39)  0.001
H (-2.04, 1.34, -4.62)  0.000
H (-4.32, 2.22, -4.94)  0.000
H (-5.35, 3.68, -3.25)  0.000
H (-5.17, 4.84, -0.99)  0.000
H (-3.81, 5.27, 1.04)  0.000
H (-1.51, 4.31, 1.18)  0.000
C (3.02, -5.18, 2.97)  0.000
C (3.88, -4.45, 1.94)  0.000
S (2.93, -3.41, 0.78)  0.000
C (3.50, -1.75, 1.22)  0.000
C (3.02, -1.24, 2.58)  0.000
S (1.22, -1.06, 2.61)  0.000
C (0.70, -2.06, 4.03)  0.000
C (0.85, -3.57, 3.94)  0.000
S (2.49, -4.21, 4.41)  0.000
H (3.60, -6.00, 3.39)  0.000
H (2.14, -5.62, 2.51)  0.000
H (4.41, -5.18, 1.34)  0.000
H (4.62, -3.82, 2.43)  0.000
H (3.11, -1.08, 0.45)  0.000
H (4.58, -1.73, 1.16)  0.000
H (3.47, -0.26, 2.78)  0.000
H (3.33, -1.91, 3.38)  0.000
H (-0.36, -1.81, 4.11)  0.000
H (1.18, -1.67, 4.93)  0.000
H (0.60, -3.93, 2.95)  0.000
H (0.14, -4.02, 4.65)  0.000
F (3.84, -0.04, -2.73)  0.000
C (3.44, -1.27, -3.09)  0.000
F (4.07, -1.58, -4.21)  0.000
F (3.82, -2.10, -2.12)  0.000
C (1.88, -1.30, -3.24)  -0.001
O (1.34, -0.63, -2.18)  -0.010
C (1.47, -0.58, -4.55)  0.000
F (0.14, -0.37, -4.57)  0.001
F (1.80, -1.26, -5.64)  0.000
F (2.04, 0.64, -4.60)  0.000
C (1.42, -2.80, -3.29)  0.000
F (1.27, -3.26, -2.04)  0.000
F (2.30, -3.56, -3.92)  0.000
F (0.24, -2.92, -3.91)  0.000
S (-1.80, -1.39, -1.93)  0.006
C (-1.41, -2.82, -1.04)  0.005
N (-0.76, -2.94, 0.10)  0.002
C (-0.57, -4.34, 0.49)  0.000
C (-1.19, -5.11, -0.69)  0.000
N (-1.73, -4.02, -1.52)  0.000
H (-0.50, -2.18, 0.73)  0.000
H (-1.08, -4.54, 1.43)  0.000
H (0.49, -4.54, 0.61)  0.000
H (-1.99, -5.78, -0.38)  0.000
H (-0.45, -5.68, -1.25)  0.000
H (-2.08, -4.14, -2.45)  0.000
N (2.66, 2.39, -1.85)  0.002
C (2.51, 2.58, -0.52)  0.005
S (1.51, 1.54, 0.40)  0.003
N (3.17, 3.59, 0.02)  0.002
C (3.09, 4.08, 1.37)  0.000
C (1.87, 4.35, 1.96)  0.000
C (1.85, 4.86, 3.25)  0.000
C (3.04, 5.12, 3.93)  0.000
C (4.25, 4.87, 3.31)  0.000
C (4.28, 4.34, 2.02)  0.000
H (2.54, 1.45, -2.20)  0.001
H (3.31, 2.96, -2.37)  0.000
H (3.90, 4.01, -0.54)  0.000
H (0.95, 4.17, 1.42)  0.000
H (0.90, 5.08, 3.73)  0.000
H (3.01, 5.52, 4.93)  0.000
H (5.18, 5.07, 3.82)  0.000
H (5.23, 4.13, 1.54)  0.000
O (-1.79, -1.05, 2.27)  0.001
C (-1.98, -0.26, 1.38)  0.000
O (-1.06, 0.16, 0.55)  -0.002
C (-3.39, 0.33, 1.27)  0.000
N (-3.73, 0.84, -0.10)  0.000
C (-5.12, 0.35, -0.47)  0.000
C (-5.71, -0.09, 0.87)  0.000
C (-4.50, -0.66, 1.59)  0.000
H (-3.43, 1.19, 1.95)  0.000
H (-3.04, 0.49, -0.78)  0.001
H (-3.70, 1.86, -0.13)  0.000
H (-4.98, -0.49, -1.14)  0.000
H (-5.65, 1.15, -0.98)  0.000
H (-6.51, -0.81, 0.73)  0.000
H (-6.12, 0.77, 1.41)  0.000
H (-4.24, -1.65, 1.19)  0.000
H (-4.63, -0.77, 2.67)  0.000



No. 2
This record from the Open Molecules 2025 dataset describes C34H44As2N3O17P2SSn as an isolated structure. The level of theory is wB97M-V/def2-TZVPD.

Values from the calculation:
- LUMO energy (eV) = -2.468
- charge = +1
- frontier orbital gap (eV) = 7.81

Last column: Löwdin charge in e.
Element x y z (Å)
Sn (1.25, -1.67, -1.46)  1.584
O (1.15, -1.35, -3.53)  -0.332
C (1.23, -0.37, -4.41)  -0.402
C (0.82, -0.59, -5.73)  -0.019
C (0.82, 0.43, -6.65)  -0.054
C (1.27, 1.71, -6.30)  -0.078
C (1.74, 1.92, -5.03)  -0.036
C (1.71, 0.91, -4.06)  -0.183
C (2.23, 1.23, -2.76)  -0.061
N (2.23, 0.52, -1.68)  -0.058
N (2.88, 1.20, -0.66)  0.068
C (3.39, 0.54, 0.30)  -0.370
O (3.22, -0.78, 0.36)  -0.224
C (4.26, 1.32, 1.24)  -0.147
C (4.65, 2.61, 0.85)  -0.026
C (5.42, 3.40, 1.67)  -0.062
C (5.83, 2.93, 2.91)  -0.069
C (5.47, 1.66, 3.31)  -0.066
C (4.70, 0.85, 2.48)  -0.051
H (0.51, -1.60, -6.00)  0.122
H (0.48, 0.24, -7.66)  0.112
H (1.26, 2.51, -7.03)  0.106
H (2.13, 2.90, -4.76)  0.116
H (2.72, 2.20, -2.68)  0.134
H (4.32, 2.98, -0.12)  0.107
H (5.72, 4.39, 1.35)  0.111
H (6.43, 3.56, 3.56)  0.110
H (5.78, 1.28, 4.28)  0.110
H (4.43, -0.13, 2.81)  0.086
N (3.51, -4.94, 1.80)  0.152
C (3.00, -3.77, 2.63)  -0.456
C (3.78, -3.66, 3.92)  -0.078
P (3.09, -2.29, 1.42)  0.470
O (4.69, -2.25, 1.59)  -0.115
O (2.32, -1.31, 2.62)  -0.504
O (2.51, -3.00, 0.24)  -0.476
P (1.19, -4.25, 2.87)  0.348
O (1.04, -4.27, 4.49)  -0.154
O (1.13, -5.66, 2.35)  -0.299
O (0.28, -3.19, 2.35)  -0.358
H (4.45, -5.25, 2.05)  0.159
H (3.46, -4.64, 0.82)  0.126
H (2.76, -5.68, 1.90)  0.114
H (4.83, -3.44, 3.72)  0.081
H (3.71, -4.59, 4.50)  0.090
H (3.39, -2.85, 4.54)  0.081
H (5.14, -1.67, 0.96)  0.102
H (0.86, -5.18, 4.78)  0.089
O (-0.87, -0.30, -1.07)  -0.441
S (0.88, -0.64, 2.56)  1.171
C (1.25, 1.01, 3.21)  -0.277
C (1.44, 0.84, 4.71)  -0.209
C (0.25, -0.02, 5.13)  -0.195
C (0.19, -1.18, 4.15)  -0.268
H (0.37, 1.61, 2.96)  0.107
H (2.11, 1.43, 2.69)  0.083
H (1.46, 1.80, 5.23)  0.127
H (2.38, 0.32, 4.90)  0.117
H (-0.67, 0.57, 5.07)  0.121
H (0.35, -0.39, 6.15)  0.127
H (-0.81, -1.58, 3.96)  0.100
H (0.83, -2.02, 4.44)  0.073
C (-5.08, 1.11, -5.92)  0.008
O (-4.93, 0.97, -4.49)  -0.001
C (-3.73, 1.18, -4.01)  -0.571
O (-2.74, 1.37, -4.70)  0.007
C (-3.50, 1.00, -2.55)  -0.230
C (-4.38, 1.31, -1.60)  -0.250
As (-4.33, 0.87, 0.32)  1.352
C (-4.75, 2.59, 1.15)  -0.279
C (-2.38, 0.92, 0.28)  -0.244
C (-1.83, -0.24, -0.15)  -0.380
As (-1.55, 0.49, -2.81)  1.478
C (-2.02, -1.28, -3.53)  -0.226
C (-2.28, -1.63, 0.27)  -0.476
O (-2.02, -2.61, -0.38)  0.118
O (-2.90, -1.64, 1.45)  -0.087
C (-3.40, -2.92, 1.89)  -0.015
C (-1.71, 2.22, -0.08)  -0.550
O (-2.28, 3.21, -0.45)  0.090
O (-0.39, 2.20, 0.16)  -0.073
C (0.30, 3.42, -0.18)  -0.030
C (-5.68, 1.97, -1.96)  -0.540
O (-5.81, 2.93, -2.67)  0.145
O (-6.69, 1.40, -1.28)  -0.093
C (-8.00, 1.93, -1.55)  -0.020
H (-6.14, 1.05, -6.10)  0.100
H (-4.55, 0.30, -6.42)  0.101
H (-4.68, 2.06, -6.25)  0.104
H (-5.83, 2.67, 1.25)  0.023
H (-4.36, 3.42, 0.57)  0.025
H (-4.31, 2.59, 2.15)  0.030
H (-3.09, -1.45, -3.52)  0.048
H (-1.53, -2.04, -2.93)  0.017
H (-1.65, -1.34, -4.56)  0.030
H (-3.43, -2.88, 2.97)  0.093
H (-2.75, -3.72, 1.54)  0.093
H (-4.40, -3.07, 1.49)  0.101
H (1.34, 3.24, 0.06)  0.072
H (-0.10, 4.25, 0.40)  0.097
H (0.17, 3.63, -1.24)  0.099
H (-8.66, 1.47, -0.82)  0.096
H (-8.30, 1.66, -2.56)  0.100
H (-8.00, 3.01, -1.45)  0.097



No. 3
This record from the Open Molecules 2025 dataset describes C34H44BBr55F13O3S as an isolated structure at a distorted geometry. The level of theory is wB97M-V/def2-TZVPD.

Values from the calculation:
- LUMO energy (eV) = 0.622
- charge = -1
- frontier orbital gap (eV) = 6.43

Last column: Löwdin charge in e.
Element x y z (Å)
C (-1.03, 3.81, 3.34)  -0.064
C (-1.44, 5.20, 2.80)  -0.254
O (-0.79, 5.47, 1.57)  -0.136
C (-1.62, 5.34, 0.42)  -0.193
C (-1.09, 6.33, -0.61)  -0.207
O (0.24, 6.02, -0.98)  -0.127
C (0.32, 5.13, -2.09)  -0.185
C (1.77, 4.73, -2.23)  -0.211
O (2.09, 3.90, -1.13)  -0.175
C (3.43, 4.13, -0.63)  -0.202
B (3.80, 3.13, 0.62)  -0.618
C (2.99, 1.71, 0.32)  -0.153
C (3.49, 1.13, -1.01)  -0.109
C (3.15, -0.30, -1.38)  -0.415
F (3.94, -0.76, -2.40)  0.098
F (3.48, -1.09, -0.31)  0.089
C (1.68, -0.73, -1.70)  -0.328
F (1.01, -0.75, -0.53)  0.070
F (1.73, -2.05, -2.08)  0.015
C (0.80, 0.15, -2.64)  -0.342
F (-0.39, -0.47, -2.79)  0.070
F (0.50, 1.26, -1.93)  0.167
C (1.35, 0.69, -4.01)  -0.400
F (0.65, 1.82, -4.25)  0.114
F (2.62, 1.07, -3.98)  0.160
S (1.08, -0.39, -5.55)  0.764
F (1.02, -1.72, -4.71)  -0.188
F (-0.48, -0.19, -5.49)  -0.173
F (1.23, 0.90, -6.47)  -0.128
F (2.65, -0.61, -5.71)  -0.133
F (0.88, -1.25, -6.87)  -0.150
C (3.36, 3.81, 2.04)  -0.554
Br (4.58, 5.38, 2.44)  0.574
C (3.50, 2.90, 3.27)  -0.321
C (2.47, 3.33, 4.35)  -0.121
H (-0.36, 3.33, 2.63)  0.074
H (-0.50, 3.95, 4.28)  0.059
H (-1.90, 3.19, 3.51)  0.061
H (-2.53, 5.31, 2.74)  0.105
H (-1.09, 5.95, 3.52)  0.113
H (-2.66, 5.64, 0.63)  0.113
H (-1.61, 4.31, 0.04)  0.127
H (-1.71, 6.30, -1.51)  0.103
H (-1.09, 7.32, -0.15)  0.116
H (-0.07, 5.60, -3.01)  0.121
H (-0.24, 4.21, -1.87)  0.120
H (1.94, 4.20, -3.18)  0.119
H (2.35, 5.65, -2.23)  0.118
H (3.47, 5.19, -0.36)  0.015
H (4.18, 3.99, -1.42)  0.103
H (4.99, 2.89, 0.59)  0.101
H (3.26, 1.01, 1.13)  0.077
H (1.91, 1.81, 0.37)  0.094
H (4.59, 1.14, -0.93)  0.132
H (3.23, 1.85, -1.78)  0.104
H (2.36, 4.25, 2.03)  0.075
H (4.48, 3.05, 3.74)  0.073
H (3.29, 1.85, 3.06)  0.087
H (1.48, 3.25, 3.90)  0.030
H (2.51, 2.62, 5.19)  0.062
H (2.65, 4.35, 4.68)  0.059
C (-1.74, 9.13, -5.04)  -1.618
Br (-3.10, 8.35, -3.93)  0.544
Br (-2.39, 10.67, -5.99)  0.524
Br (-0.14, 9.53, -4.04)  0.571
H (-1.47, 8.39, -5.78)  -0.031
C (1.57, -2.71, 3.45)  -1.587
Br (0.44, -4.06, 4.23)  0.497
Br (0.56, -1.37, 2.51)  0.608
Br (2.74, -1.93, 4.76)  0.570
H (2.20, -3.20, 2.71)  -0.029
C (-0.74, -5.29, -2.68)  -1.596
Br (-0.53, -3.39, -2.84)  0.716
Br (-1.04, -6.11, -4.41)  0.600
Br (0.74, -6.11, -1.76)  0.591
H (-1.62, -5.47, -2.09)  -0.082
C (-4.01, -2.33, -0.64)  -1.605
Br (-3.90, -3.87, -1.80)  0.581
Br (-2.33, -1.98, 0.21)  0.558
Br (-4.69, -0.78, -1.57)  0.585
H (-4.72, -2.58, 0.14)  -0.034
C (0.85, -9.54, -4.43)  -1.627
Br (0.00, -10.33, -2.90)  0.527
Br (2.73, -9.24, -4.13)  0.580
Br (0.54, -10.56, -6.04)  0.573
H (0.40, -8.57, -4.57)  -0.107
C (-2.52, -2.85, -6.92)  -1.634
Br (-4.02, -2.87, -5.72)  0.562
Br (-2.65, -4.27, -8.22)  0.563
Br (-2.28, -1.14, -7.77)  0.627
H (-1.64, -3.04, -6.33)  -0.047
C (-0.99, 11.93, -10.01)  -1.638
Br (-2.27, 12.92, -8.96)  0.550
Br (0.55, 13.01, -10.45)  0.570
Br (-0.48, 10.28, -9.17)  0.560
H (-1.47, 11.68, -10.94)  -0.033
C (1.57, -5.28, 8.40)  -1.629
Br (-0.14, -5.77, 9.14)  0.529
Br (1.99, -6.29, 6.81)  0.549
Br (1.70, -3.39, 8.07)  0.567
H (2.32, -5.53, 9.14)  -0.114
C (-3.92, -5.64, 11.18)  -1.637
Br (-3.05, -7.35, 11.36)  0.558
Br (-2.73, -4.21, 11.68)  0.556
Br (-4.64, -5.39, 9.42)  0.560
H (-4.74, -5.63, 11.88)  -0.033
C (-4.03, -4.21, 4.43)  -1.621
Br (-4.87, -5.24, 3.02)  0.565
Br (-3.17, -5.35, 5.72)  0.552
Br (-2.82, -2.91, 3.72)  0.537
H (-4.82, -3.68, 4.94)  -0.031
C (4.63, 9.35, -0.91)  -1.625
Br (4.90, 7.51, -0.45)  0.625
Br (2.91, 9.65, -1.75)  0.532
Br (4.89, 10.52, 0.60)  0.539
H (5.38, 9.61, -1.65)  -0.035
C (3.39, -8.20, 2.93)  -1.638
Br (2.25, -9.60, 3.61)  0.568
Br (2.37, -6.82, 2.06)  0.564
Br (4.53, -7.49, 4.31)  0.560
H (4.03, -8.65, 2.18)  -0.032
C (-0.96, -14.19, -5.20)  -1.638
Br (-2.70, -14.37, -4.39)  0.554
Br (0.40, -13.82, -3.89)  0.547
Br (-0.51, -15.73, -6.27)  0.568
H (-1.00, -13.34, -5.86)  -0.058
C (5.38, 14.86, -0.41)  -1.644
Br (4.45, 14.42, 1.21)  0.557
Br (7.29, 14.84, -0.16)  0.560
Br (4.84, 13.72, -1.87)  0.558
H (5.10, 15.87, -0.68)  -0.036
C (-5.44, -11.67, -2.58)  -1.621
Br (-3.57, -11.42, -2.19)  0.547
Br (-5.77, -11.76, -4.47)  0.572
Br (-6.14, -13.22, -1.66)  0.598
H (-5.96, -10.81, -2.20)  -0.031
C (-7.88, -12.00, 1.56)  -1.667
Br (-9.06, -13.11, 2.59)  0.567
Br (-8.83, -10.59, 0.66)  0.558
Br (-6.43, -11.31, 2.62)  0.573
H (-7.44, -12.63, 0.79)  -0.111
C (-5.30, 10.25, -0.80)  -1.639
Br (-3.93, 8.94, -0.45)  0.563
Br (-5.77, 11.22, 0.80)  0.566
Br (-4.80, 11.44, -2.23)  0.556
H (-6.18, 9.72, -1.12)  -0.030
C (2.75, -5.26, 12.37)  -1.633
Br (0.95, -5.78, 12.79)  0.553
Br (3.76, -4.83, 13.96)  0.579
Br (3.65, -6.60, 11.31)  0.607
H (2.70, -4.36, 11.78)  -0.029



No. 4
This record from the Open Molecules 2025 dataset describes C34H44Cl2GeHoN4O2Si3 as an isolated structure at a distorted geometry. The level of theory is wB97M-V/def2-TZVPD.

Values from the calculation:
- LUMO energy (alpha / beta) (eV) = -0.372 / -1.628
- frontier orbital gap (alpha / beta) (eV) = 6.97 / 5.91
- spin multiplicity = 6
- <S²> = 8.76

Last column: Löwdin spin population.
Element x y z (Å)
Ho (-0.33, -1.93, 0.10)  4.088
Cl (5.30, -2.69, -4.27)  0.000
C (3.71, -2.43, -3.68)  0.000
C (3.50, -2.26, -2.31)  0.000
C (2.19, -1.97, -1.85)  0.001
N (1.85, -1.70, -0.48)  0.003
C (2.80, -1.69, 0.45)  0.002
O (3.98, -1.90, 0.34)  0.003
C (2.29, -1.45, 1.88)  0.002
C (3.24, -1.29, 2.85)  0.000
C (2.73, -1.09, 4.14)  0.001
C (1.39, -1.15, 4.42)  0.000
C (0.51, -1.19, 3.30)  0.002
N (0.98, -1.34, 2.04)  0.000
C (1.13, -2.15, -2.71)  0.000
C (1.28, -2.42, -4.05)  0.000
C (2.63, -2.53, -4.54)  0.000
Cl (2.92, -2.85, -6.18)  0.000
N (-0.19, -1.92, -2.19)  -0.005
C (-1.29, -2.08, -2.97)  0.001
O (-1.36, -2.62, -4.10)  0.002
C (-2.50, -1.35, -2.34)  0.001
C (-3.71, -1.18, -3.12)  0.000
C (-4.85, -0.74, -2.50)  0.001
C (-4.85, -0.53, -1.13)  0.000
C (-3.67, -0.71, -0.42)  0.001
N (-2.56, -1.13, -1.02)  0.000
H (4.36, -2.21, -1.56)  0.000
H (4.33, -1.33, 2.67)  0.000
H (3.32, -0.73, 4.99)  0.000
H (0.94, -0.97, 5.36)  0.000
H (-0.53, -1.23, 3.48)  0.000
H (0.51, -2.58, -4.76)  0.000
H (-3.78, -1.41, -4.17)  0.000
H (-5.83, -0.67, -2.88)  0.000
H (-5.67, -0.12, -0.60)  0.000
H (-3.53, -0.56, 0.67)  0.000
C (2.07, 2.39, 2.64)  0.000
Si (2.27, 2.52, 0.76)  0.079
C (3.71, 1.46, 0.13)  0.000
C (2.53, 4.41, 0.69)  0.032
Ge (0.21, 2.01, -0.30)  0.516
Si (0.22, 2.38, -2.69)  0.080
C (0.05, 4.18, -3.46)  0.022
C (-1.23, 1.46, -3.41)  0.004
C (1.88, 1.70, -3.16)  0.003
Si (-1.60, 2.67, 1.07)  0.098
C (-3.18, 2.73, 0.00)  0.003
C (-1.21, 4.21, 2.03)  0.027
C (-1.77, 1.33, 2.36)  0.011
H (1.93, 1.37, 2.98)  0.000
H (1.24, 2.93, 3.01)  0.000
H (2.94, 2.84, 3.03)  0.000
H (4.61, 1.55, 0.84)  0.000
H (4.02, 1.44, -0.89)  0.000
H (3.43, 0.41, 0.27)  0.000
H (3.38, 4.76, 1.37)  0.005
H (1.64, 4.99, 0.93)  0.002
H (2.84, 4.66, -0.36)  0.000
H (-0.98, 4.31, -3.62)  0.001
H (0.60, 4.13, -4.41)  0.003
H (0.47, 4.95, -2.81)  0.000
H (-2.19, 2.08, -3.23)  0.000
H (-1.34, 0.50, -2.93)  0.002
H (-1.26, 1.47, -4.46)  0.000
H (2.51, 2.58, -3.13)  0.001
H (1.82, 1.16, -4.16)  0.000
H (2.31, 0.94, -2.52)  0.001
H (-3.17, 3.74, -0.47)  0.000
H (-4.04, 2.48, 0.64)  0.000
H (-3.21, 2.00, -0.83)  0.000
H (-0.91, 5.07, 1.32)  0.001
H (-0.36, 4.07, 2.63)  0.000
H (-2.00, 4.51, 2.75)  0.004
H (-2.11, 0.47, 1.83)  0.003
H (-2.48, 1.35, 3.28)  0.001
H (-0.81, 1.14, 2.78)  0.001
C (-0.71, -4.20, 0.70)  -0.002
C (-1.38, -3.80, 1.86)  -0.001
C (-2.55, -3.00, 1.82)  -0.002
C (-3.09, -2.32, 2.94)  0.000
C (-2.46, -2.54, 4.16)  0.000
C (-1.42, -3.51, 4.26)  0.000
C (-0.87, -4.08, 3.12)  0.000
H (-1.31, -4.29, -0.18)  0.000
H (0.18, -4.85, 0.76)  0.000
H (-3.12, -2.83, 0.91)  0.000
H (-3.84, -1.61, 2.72)  0.000
H (-2.57, -1.90, 5.04)  0.000
H (-1.01, -3.70, 5.28)  0.000
H (0.05, -4.65, 3.27)  0.000